Entry 1:
Below is a molecular structure, C40H47N5O3P2Tl, with properties calculated with wB97M-V/def2-TZVPD.

Calculated values
DFT total energy, eV: -79107.5502
Kohn-Sham gap, eV: 8.913
HOMO energy, eV: -10.54

ORCA input file:
```
! RIJCOSX wB97M-V def2-TZVPD def2/J DEFGRID3
* xyz 1 1
Tl 1.407 1.458 -1.814
O -0.830 2.697 -0.655
P -2.209 2.226 -0.327
C -2.619 0.714 -1.258
P -1.617 -0.746 -0.795
O -0.215 -0.376 -0.453
C -2.488 -1.559 0.559
C -3.840 -1.891 0.486
C -4.459 -2.524 1.549
C -3.731 -2.829 2.692
C -2.388 -2.501 2.771
C -1.765 -1.869 1.704
C -1.742 -1.840 -2.220
C -1.207 -1.378 -3.423
C -1.230 -2.179 -4.549
C -1.784 -3.451 -4.482
C -2.308 -3.920 -3.288
C -2.287 -3.117 -2.157
C -3.478 3.414 -0.795
C -4.221 4.118 0.145
C -5.141 5.071 -0.269
C -5.317 5.325 -1.620
C -4.570 4.632 -2.564
C -3.652 3.683 -2.153
C -2.422 1.843 1.413
C -1.314 1.969 2.242
C -1.416 1.639 3.587
C -2.623 1.190 4.098
C -3.734 1.067 3.272
C -3.634 1.391 1.932
H -2.433 0.931 -2.313
H -3.679 0.480 -1.150
H -4.413 -1.670 -0.407
H -5.507 -2.785 1.487
H -4.216 -3.326 3.522
H -1.823 -2.735 3.663
H -0.719 -1.602 1.753
H -0.739 -0.401 -3.471
H -0.806 -1.818 -5.476
H -1.802 -4.078 -5.362
H -2.732 -4.913 -3.233
H -2.685 -3.497 -1.225
H -4.083 3.929 1.201
H -5.717 5.616 0.466
H -6.035 6.067 -1.940
H -4.702 4.837 -3.617
H -3.059 3.160 -2.894
H -0.379 2.316 1.825
H -0.554 1.737 4.232
H -2.704 0.936 5.147
H -4.674 0.715 3.674
H -4.503 1.295 1.292
C 4.341 5.746 -0.489
N 2.984 5.751 0.015
C 2.126 4.737 -0.268
N 0.933 4.759 0.398
O 2.416 3.841 -1.064
H 4.681 6.770 -0.627
H 4.348 5.240 -1.450
H 5.029 5.229 0.185
H 2.782 6.324 0.816
H 0.605 5.635 0.767
H 0.226 4.132 0.021
C 4.927 -2.930 0.785
C 4.635 -1.727 1.672
N 3.846 -0.713 0.988
C 2.405 -0.913 0.955
C 1.712 0.010 1.943
C 4.378 0.339 0.326
C 5.848 0.617 0.516
N 3.629 1.080 -0.421
H 5.458 -3.701 1.344
H 5.539 -2.644 -0.070
H 4.002 -3.364 0.403
H 5.558 -1.289 2.045
H 4.072 -2.040 2.555
H 2.213 -1.959 1.209
H 2.025 -0.758 -0.054
H 2.065 -0.178 2.959
H 0.638 -0.136 1.903
H 1.921 1.052 1.695
H 6.459 -0.245 0.249
H 6.061 0.871 1.555
H 6.145 1.453 -0.114
H 4.149 1.869 -0.790
N 1.809 -1.495 -2.607
C 1.903 -2.532 -2.124
C 1.990 -3.764 -1.398
C 2.984 -4.692 -1.696
C 3.061 -5.860 -0.956
C 2.155 -6.096 0.070
C 1.164 -5.167 0.361
C 1.075 -3.996 -0.372
H 3.685 -4.494 -2.495
H 3.829 -6.587 -1.179
H 2.221 -7.010 0.644
H 0.458 -5.358 1.157
H 0.311 -3.258 -0.162
*
```



Entry 2:
Below is a molecular structure, C40H47N7O3RuS2SbSe, with properties calculated with wB97M-V/def2-TZVPD.

Calculated values
Energy above the lowest of the compared OMol25 structures with the same formula, charge and spin, kcal per mole: 20.2
DFT total energy, eV: -154950.5237
Kohn-Sham gap (alpha / beta), eV: 6.620 / 6.608
HOMO energy (alpha / beta), eV: -6.21 / -7.20
<S²>: 8.778

ORCA input file:
```
! RIJCOSX wB97M-V def2-TZVPD def2/J DEFGRID3
* xyz 0 6
Ru 1.065 -0.169 -0.064
N 0.641 1.620 3.981
C 1.009 1.190 2.755
O 0.920 0.003 2.447
C 1.545 2.218 1.791
C 2.100 1.563 0.537
H 0.132 0.971 4.557
H 0.484 2.601 4.127
H 2.310 2.806 2.309
H 0.710 2.885 1.562
H 3.129 1.268 0.715
H 2.052 2.246 -0.316
C 6.804 0.937 2.128
C 6.127 0.536 0.850
C 6.623 0.921 -0.392
C 5.931 0.477 -1.499
N 4.827 -0.264 -1.416
C 4.418 -0.570 -0.184
S 2.969 -1.585 -0.029
N 5.027 -0.206 0.950
H 7.854 0.640 2.119
H 6.303 0.467 2.971
H 6.773 2.022 2.254
H 7.511 1.532 -0.484
H 6.273 0.713 -2.502
C 0.758 -3.643 -2.481
C 0.595 -4.735 -1.461
C 0.879 -6.051 -1.820
C 0.702 -7.097 -0.930
C 0.232 -6.840 0.348
C -0.044 -5.534 0.725
C 0.134 -4.476 -0.165
Sb -0.367 -2.493 0.488
C 0.044 -2.866 2.548
C 1.284 -3.468 2.767
C 1.771 -3.663 4.048
C 1.011 -3.257 5.134
C -0.215 -2.650 4.923
C -0.711 -2.424 3.639
C -2.025 -1.696 3.518
C -2.470 -2.760 0.308
C -3.075 -3.654 1.189
C -4.436 -3.907 1.129
C -5.207 -3.241 0.188
C -4.605 -2.370 -0.705
C -3.232 -2.128 -0.679
C -2.616 -1.259 -1.745
H 1.301 -4.003 -3.355
H 1.300 -2.785 -2.083
H -0.221 -3.292 -2.820
H 1.247 -6.253 -2.820
H 0.932 -8.111 -1.234
H 0.086 -7.648 1.054
H -0.389 -5.346 1.734
H 1.890 -3.786 1.927
H 2.741 -4.122 4.193
H 1.380 -3.397 6.143
H -0.801 -2.318 5.774
H -2.084 -0.900 4.263
H -2.870 -2.365 3.691
H -2.163 -1.239 2.541
H -2.476 -4.164 1.936
H -4.889 -4.611 1.815
H -6.274 -3.415 0.135
H -5.209 -1.868 -1.453
H -3.381 -0.900 -2.434
H -1.884 -1.828 -2.323
H -2.092 -0.393 -1.337
C -0.398 -0.526 -4.809
N 0.451 0.568 -4.384
C 0.503 1.745 -5.228
C 1.103 0.524 -3.221
O 1.091 -0.436 -2.448
H -0.109 -0.853 -5.809
H -1.443 -0.208 -4.829
H -0.284 -1.351 -4.113
H 0.990 1.515 -6.179
H 1.050 2.535 -4.719
H -0.506 2.109 -5.423
H 1.691 1.423 -3.012
C -2.475 5.050 -0.013
N -1.079 5.317 -0.316
C -0.334 4.542 -1.143
Se -0.929 3.171 -2.175
N 0.937 5.027 -1.079
C 1.004 6.132 -0.245
C 2.042 6.975 0.106
C 1.741 8.030 0.956
C 0.444 8.228 1.433
C -0.593 7.372 1.086
C -0.289 6.317 0.242
H -2.567 4.043 0.388
H -3.073 5.143 -0.919
H -2.810 5.774 0.725
H 1.686 4.616 -1.606
H 3.045 6.825 -0.273
H 2.526 8.713 1.253
H 0.239 9.069 2.080
H -1.594 7.531 1.462
O -1.566 2.457 1.631
S -1.685 1.120 0.960
N -0.555 0.889 -0.186
*
```



Entry 3:
Below is 6 unconnected molecules or ions with the total composition C40H48BF5NO2P in a non-equilibrium geometry, with properties calculated with wB97M-V/def2-TZVPD.

Calculated values
DFT total energy, eV: -71394.3216
Structure (SMILES): CC(C)=CCC[C@@H](C)CCBP(=N)(O)O.Fc1ccccc1.Fc1ccccc1.Fc1ccccc1.Fc1ccccc1.Fc1ccccc1
Kohn-Sham gap, eV: 6.624
HOMO energy, eV: -7.24

ORCA input file:
```
! RIJCOSX wB97M-V def2-TZVPD def2/J DEFGRID3
* xyz 0 1
C 5.336 -4.128 -3.024
C 4.960 -4.588 -4.403
C 4.830 -6.078 -4.577
C 4.748 -3.740 -5.463
C 3.603 -2.766 -5.622
C 2.610 -2.767 -4.449
C 1.258 -3.409 -4.789
C 1.384 -4.815 -5.410
C 0.294 -3.467 -3.593
C 0.921 -3.872 -2.242
B -0.052 -4.529 -1.230
P 0.621 -4.727 0.556
N 0.594 -3.324 1.233
O 2.147 -5.284 0.502
O -0.190 -5.843 1.393
H 4.934 -3.143 -2.779
H 6.423 -4.116 -2.936
H 4.966 -4.822 -2.257
H 4.609 -6.345 -5.609
H 5.656 -6.672 -4.169
H 3.943 -6.331 -3.986
H 5.459 -3.779 -6.292
H 3.970 -1.739 -5.751
H 3.107 -3.041 -6.556
H 3.057 -3.167 -3.544
H 2.383 -1.723 -4.220
H 0.796 -2.766 -5.544
H 0.543 -4.978 -6.084
H 2.319 -4.973 -5.941
H 1.287 -5.569 -4.623
H -0.472 -4.210 -3.832
H -0.235 -2.521 -3.451
H 1.388 -2.980 -1.805
H 1.772 -4.545 -2.431
H -1.142 -4.892 -1.536
H 0.228 -2.627 0.590
H 2.209 -6.035 -0.108
H 0.423 -6.365 1.933
F 3.567 -0.896 -2.292
C 2.930 -0.173 -1.344
C 2.666 1.164 -1.560
C 1.991 1.871 -0.572
C 1.614 1.238 0.605
C 1.902 -0.106 0.799
C 2.560 -0.825 -0.184
H 2.976 1.633 -2.484
H 1.760 2.917 -0.724
H 1.090 1.786 1.378
H 1.612 -0.602 1.716
H 2.783 -1.876 -0.054
F -0.244 3.671 2.830
C -1.399 2.996 2.610
C -1.960 3.026 1.349
C -3.137 2.330 1.122
C -3.733 1.621 2.154
C -3.155 1.608 3.415
C -1.974 2.299 3.651
H -1.477 3.584 0.557
H -3.583 2.338 0.137
H -4.649 1.079 1.976
H -3.622 1.056 4.219
H -1.500 2.295 4.624
F -0.352 8.652 2.448
C 0.723 7.969 2.898
C 0.608 6.611 3.110
C 1.714 5.911 3.571
C 2.907 6.578 3.818
C 2.997 7.946 3.599
C 1.899 8.654 3.130
H -0.333 6.114 2.919
H 1.641 4.846 3.737
H 3.767 6.030 4.181
H 3.925 8.467 3.794
H 1.948 9.719 2.946
F -5.749 3.824 1.705
C -5.489 5.124 1.461
C -4.459 5.729 2.153
C -4.181 7.065 1.899
C -4.935 7.771 0.971
C -5.968 7.140 0.292
C -6.250 5.801 0.531
H -3.889 5.157 2.874
H -3.372 7.554 2.426
H -4.717 8.813 0.778
H -6.559 7.690 -0.428
H -7.044 5.287 0.007
F -5.164 -1.186 2.297
C -4.525 -2.177 2.958
C -5.076 -2.676 4.120
C -4.404 -3.692 4.787
C -3.201 -4.180 4.293
C -2.665 -3.656 3.124
C -3.333 -2.648 2.444
H -6.010 -2.275 4.490
H -4.822 -4.101 5.697
H -2.680 -4.967 4.821
H -1.723 -4.027 2.739
H -2.939 -2.227 1.529
*
```



Entry 4:
Below is a molecular structure, C40H49As2BBaIN5O6S in a non-equilibrium geometry, with properties calculated with wB97M-V/def2-TZVPD.

Calculated values
Energy above the lowest of the compared OMol25 structures with the same formula, charge and spin, kcal per mole: 0.0
DFT total energy, eV: -203998.3880
Kohn-Sham gap, eV: 6.219
HOMO energy, eV: -2.38

ORCA input file:
```
! RIJCOSX wB97M-V def2-TZVPD def2/J DEFGRID3
* xyz -2 1
Ba -0.600 0.766 -0.716
O -2.866 1.803 2.715
C -2.433 3.095 3.058
C -2.222 4.028 1.875
N -1.110 3.680 1.003
C 0.139 3.526 1.730
C 0.414 2.091 2.212
O 1.333 1.909 3.019
O -0.302 1.180 1.678
C -1.010 4.646 -0.084
C 0.093 4.317 -1.112
O 0.805 5.247 -1.505
O 0.166 3.098 -1.470
H -2.156 1.405 2.183
H -3.220 3.532 3.680
H -1.526 3.058 3.678
H -3.134 4.037 1.273
H -2.075 5.048 2.289
H 0.970 3.766 1.062
H 0.225 4.207 2.589
H -1.967 4.645 -0.616
H -0.832 5.668 0.288
B -0.131 -3.343 -4.215
N 1.157 -2.508 -4.042
C 1.606 -1.579 -4.901
C 2.848 -1.151 -4.479
C 3.071 -1.898 -3.312
N 2.055 -2.711 -3.056
N -1.411 -2.639 -3.633
C -2.613 -3.238 -3.627
C -3.577 -2.298 -3.319
C -2.842 -1.120 -3.143
N -1.539 -1.333 -3.323
H -0.002 -4.415 -3.669
H -0.306 -3.482 -5.416
H 1.009 -1.296 -5.752
H 3.487 -0.417 -4.942
H 3.919 -1.867 -2.644
H -2.695 -4.288 -3.861
H -4.638 -2.445 -3.204
H -3.194 -0.149 -2.830
I -2.420 -1.984 0.366
C -4.173 -0.960 0.924
C -4.997 -1.594 1.811
C -6.195 -0.970 2.217
C -6.523 0.255 1.715
C -5.673 0.919 0.796
C -6.025 2.193 0.287
C -5.190 2.825 -0.588
C -3.969 2.219 -0.969
C -3.534 0.985 -0.521
C -4.445 0.327 0.374
H -4.733 -2.568 2.202
H -6.844 -1.470 2.927
H -7.442 0.747 2.018
H -6.958 2.646 0.608
H -5.457 3.802 -0.982
H -3.339 2.793 -1.652
C 2.211 -1.298 4.260
As 0.864 -1.528 2.843
C -0.662 -0.906 3.892
C 0.587 -3.476 3.085
C 0.342 -4.009 4.348
C 0.132 -5.366 4.535
C 0.164 -6.214 3.438
C 0.411 -5.695 2.175
C 0.629 -4.331 1.977
As 0.875 -3.578 0.158
C 2.819 -3.316 0.269
C 0.966 -5.251 -0.852
H 1.854 -1.664 5.224
H 2.415 -0.228 4.327
H 3.125 -1.829 3.990
H -0.710 -1.413 4.857
H -1.581 -1.080 3.335
H -0.536 0.165 4.035
H 0.310 -3.350 5.209
H -0.063 -5.757 5.528
H -0.010 -7.277 3.562
H 0.420 -6.371 1.330
H 3.302 -4.213 0.658
H 3.045 -2.468 0.916
H 3.168 -3.109 -0.742
H 1.687 -5.948 -0.421
H 1.271 -4.963 -1.855
H -0.019 -5.713 -0.912
C 6.004 4.980 -3.755
C 5.102 4.107 -2.923
C 4.817 4.435 -1.602
C 3.986 3.635 -0.835
C 3.454 2.487 -1.396
C 3.700 2.147 -2.713
C 4.531 2.961 -3.467
S 2.337 1.478 -0.451
C 3.514 0.604 0.576
O 1.801 0.440 -1.400
H 6.079 5.982 -3.332
H 5.630 5.069 -4.775
H 7.013 4.563 -3.809
H 5.222 5.346 -1.177
H 3.728 3.922 0.178
H 3.221 1.268 -3.129
H 4.721 2.711 -4.506
H 4.201 0.044 -0.058
H 2.913 -0.057 1.203
H 4.031 1.326 1.207
*
```



- The lowest DFT total energy belongs to which entry?
  C40H49As2BBaIN5O6S